1.
The following is a DFT calculation (wB97M-V/def2-TZVPD) of a cluster of 2 separate species, C2H3NO2 in total in a non-equilibrium geometry.

Gap between HOMO and LUMO: 3.78 eV
Calculated total energy: -282.94954 Eh
Relative energy (zero: lowest compared OMol25 entry of this formula, charge and spin): 109.6 kJ/mol
Net charge: -2

Bonds (Å) are listed after each position.
Geometry (Å):
1 H -11.068 0.816 -4.095  no bonds
2 O 1.526 -1.278 -1.062  N6 1.313
3 O 1.000 1.864 0.238  C8 1.142
4 H 1.020 -0.635 1.977  C7 1.278
5 H 2.902 -0.752 1.504  C7 1.050
6 N 1.404 -0.335 -0.157  O2 1.313, C7 1.414, C8 1.276
7 C 1.965 -0.452 1.136  H4 1.278, H5 1.050, N6 1.414, C8 1.571
8 C 1.251 0.772 0.459  O3 1.142, N6 1.276, C7 1.571

***

2.
The following is a DFT calculation (wB97M-V/def2-TZVPD) of a cluster of 2 separate species, C16H17NO in total in a non-equilibrium geometry.

Gap between HOMO and LUMO: 8.45 eV
SMILES string: Cc1c[nH]c2ccccc12.Cc1ccc(O)cc1
Calculated total energy: -749.84398 Eh
Relative energy (zero: lowest compared OMol25 entry of this formula, charge and spin): 147.8 kJ/mol
Net charge: 0

Bonds (Å) are listed after each position.
Geometry (Å):
1 C 2.208 -0.338 -1.756  O11 1.377, C16 1.373, C20 1.393
2 C 2.293 2.328 -2.367  C3 1.530, C25 1.416, C34 1.392
3 C 2.006 3.803 -2.652  C2 1.530, H19 1.110, H23 1.106, H27 1.116
4 H -3.780 -2.533 2.916  N28 0.999
5 H 2.046 2.695 -0.368  C25 1.061
6 C -2.965 -0.391 -0.584  H7 1.076, C13 1.384, C31 1.397
7 H -3.730 -0.155 -1.304  C6 1.076
8 H 0.228 0.162 4.396  C22 1.091
9 H -4.197 -2.052 0.061  C13 1.141
10 C -2.612 -1.389 1.524  C13 1.392, C21 1.395, N28 1.385
11 O 1.837 -1.618 -1.407  C1 1.377, H24 0.967
12 H 0.995 -0.333 2.912  C22 1.115
13 C -3.342 -1.350 0.339  C6 1.384, H9 1.141, C10 1.392
14 H -1.917 -2.182 4.629  C32 1.092
15 H 2.437 0.202 0.329  C16 1.099
16 C 2.299 0.543 -0.707  C1 1.373, H15 1.099, C25 1.378
17 H -0.274 0.986 0.848  C33 1.065
18 H 0.699 -1.510 4.270  C22 1.091
19 H 1.116 4.164 -2.095  C3 1.110
20 C 2.511 0.040 -3.062  C1 1.393, H30 1.068, C34 1.404
21 C -1.470 -0.629 1.771  C10 1.395, C33 1.428, C35 1.415
22 C 0.286 -0.676 3.701  H8 1.091, H12 1.115, H18 1.091, C35 1.469
23 H 1.786 3.967 -3.723  C3 1.106
24 H 2.010 -2.248 -2.119  O11 0.967
25 C 2.183 1.877 -1.030  C2 1.416, H5 1.061, C16 1.378
26 H 3.091 1.644 -4.318  C34 1.095
27 H 2.809 4.396 -2.153  C3 1.116
28 N -2.938 -2.040 2.702  H4 0.999, C10 1.385, C32 1.388
29 H -1.597 1.086 -1.154  C31 1.030
30 H 2.573 -0.776 -3.749  C20 1.068
31 C -1.801 0.368 -0.444  C6 1.397, H29 1.030, C33 1.402
32 C -1.940 -1.754 3.624  H14 1.092, N28 1.388, C35 1.347
33 C -1.077 0.294 0.754  H17 1.065, C21 1.428, C31 1.402
34 C 2.620 1.407 -3.359  C2 1.392, C20 1.404, H26 1.095
35 C -1.016 -0.943 3.074  C21 1.415, C22 1.469, C32 1.347

***

3.
The following is a DFT calculation (wB97M-V/def2-TZVPD) of a cluster of 3 separate species, C7H21BO7S in total in a non-equilibrium geometry.

Gap between HOMO and LUMO: 10.58 eV
Calculated total energy: -1229.09118 Eh
Net charge: 0

Bonds (Å) are listed after each position.
Geometry (Å):
1 H 2.629 3.451 3.359  C21 1.093
2 S -4.444 -0.700 -2.085  O23 1.636, O26 1.427, O34 1.653
3 C 0.345 0.407 -0.864  C17 1.515, H28 1.082, H35 1.080, H37 1.081
4 H -3.803 1.157 0.793  C24 1.080
5 C 0.592 2.815 3.023  C21 1.518, H30 1.089, O32 1.425, H33 1.095
6 C 3.252 -1.941 -1.815  O7 1.425, C8 1.518, H29 1.095, H36 1.089
7 O 3.246 -0.927 -0.813  C6 1.425, H16 0.964
8 C 3.311 -3.330 -1.206  C6 1.518, H9 1.093, H20 1.091, H25 1.091
9 H 4.220 -3.453 -0.613  C8 1.093
10 H 1.848 4.225 1.986  C21 1.090
11 H 1.732 1.323 2.506  O32 0.964
12 H -4.836 1.853 -0.437  C24 1.081
13 H 0.114 -1.385 0.307  C17 1.082
14 H -3.164 1.388 -0.813  C24 1.080
15 O -1.721 -0.672 -0.193  C17 1.450, B19 1.366
16 H 4.058 -1.014 -0.301  O7 0.964
17 C -0.337 -0.910 -0.553  C3 1.515, H13 1.082, O15 1.450, H18 1.091
18 H -0.262 -1.553 -1.431  C17 1.091
19 B -2.531 -1.667 -0.663  O15 1.366, O31 1.353, O34 1.412
20 H 3.297 -4.099 -1.979  C8 1.091
21 C 1.684 3.868 3.003  H1 1.093, C5 1.518, H10 1.090, H22 1.091
22 H 1.423 4.718 3.636  C21 1.091
23 O -4.511 -0.210 -0.525  S2 1.636, C24 1.440
24 C -4.054 1.129 -0.258  H4 1.080, H12 1.081, H14 1.080, O23 1.440
25 H 2.463 -3.488 -0.539  C8 1.091
26 O -4.099 0.418 -2.902  S2 1.427
27 H -3.639 -3.134 -0.031  O31 0.970
28 H 0.979 0.343 -1.739  C3 1.082
29 H 4.101 -1.781 -2.487  C6 1.095
30 H -0.344 3.229 2.651  C5 1.089
31 O -2.777 -2.727 0.143  B19 1.353, H27 0.970
32 O 0.911 1.710 2.183  C5 1.425, H11 0.964
33 H 0.425 2.457 4.044  C5 1.095
34 O -3.047 -1.576 -1.974  S2 1.653, B19 1.412
35 H 0.983 0.691 -0.040  C3 1.080
36 H 2.335 -1.815 -2.390  C6 1.089
37 H -0.379 1.200 -0.985  C3 1.081

***

4.
The following is a DFT calculation (wB97M-V/def2-TZVPD) of a cluster of 2 separate species, H5O2 in total in a non-equilibrium geometry.

Spin multiplicity: 2
Gap between HOMO and LUMO (spin up / spin down): 15.54 / 7.27 eV
Calculated total energy: -152.48252 Eh
Relative energy (zero: lowest compared OMol25 entry of this formula, charge and spin): 24.4 kJ/mol
Net charge: +2

Bonds (Å) are listed after each position.
Geometry (Å):
1 O 0.866 -0.956 0.072  H2 1.019, H3 1.017
2 H 1.728 -0.812 -0.450  O1 1.019
3 H 0.811 -1.664 0.800  O1 1.017
4 O -1.032 0.848 0.093  H5 0.983, H6 1.121, H7 0.980
5 H -1.375 0.667 -0.811  O4 0.983
6 H -0.185 0.115 0.162  O4 1.121
7 H -0.813 1.802 0.134  O4 0.980

***

5.
The following is a DFT calculation (wB97M-V/def2-TZVPD) of a cluster of 2 separate species, H6N2 in total.

Gap between HOMO and LUMO: 11.08 eV
SMILES string: N.N
Calculated total energy: -113.10076 Eh
Relative energy (zero: lowest compared OMol25 entry of this formula, charge and spin): 9.1 kJ/mol
Net charge: 0

Bonds (Å) are listed after each position.
Geometry (Å):
1 H -0.817 -0.311 1.232  N3 1.010
2 H -0.502 -1.945 1.224  N3 1.015
3 N -0.318 -1.062 1.689  H1 1.010, H2 1.015, H5 1.014
4 H -0.506 1.576 -1.761  N6 1.016
5 H 0.667 -0.847 1.586  N3 1.014
6 N 0.384 1.148 -1.525  H4 1.016, H7 1.010, H8 1.009
7 H 0.834 0.830 -2.371  N6 1.010
8 H 0.245 0.344 -0.930  N6 1.009